20
Properties=species:S:1:pos:R:3:nbo_charge:R:1 method="wB97M-V/def2-TZVPD" smiles="CC1(C)[NH2+][C@@]1(C)C=O" homo_lumo_gap_ev=11.1347 total_charge=+1 total_energy_ha=-365.4784 relative_energy_kj_mol=186.4
O 2.86381 0.33044 1.02501 -0.43
N 0.15043 0.02199 -1.39118 -0.58
C -0.26609 0.49578 0.03183 0.20
C -0.46036 1.98720 0.18758 -0.66
C -1.47639 -0.30592 0.54026 -0.62
C 1.22090 -1.84498 -0.02498 -0.55
C 1.03791 -0.15534 -0.22456 0.03
C 2.36935 0.53062 -0.03999 0.40
H -1.55021 2.31789 0.22066 0.25
H 2.77400 1.20721 -0.85588 0.15
H -0.42093 -0.79744 -1.66897 0.44
H -0.09357 2.19175 1.23696 0.26
H -1.89114 -0.97379 -0.29021 0.22
H -1.02121 -0.80658 1.41478 0.26
H 0.07382 2.60414 -0.47729 0.24
H 0.32912 0.69034 -2.15419 0.44
H -2.16366 0.46771 0.70065 0.24
H 1.70128 -2.06742 -0.92284 0.22
H 1.80934 -1.91195 0.85182 0.25
H 0.24755 -2.23652 0.12263 0.22